133
Properties=species:S:1:pos:R:3:forces:R:3:mulliken_charge:R:1 method="wB97M-V/def2-TZVPD" charge=-1 max_force_ev_per_a=3.1 lumo_energy_ha=0.077 orbital_gap_ev=8.37 e_above_lowest_ev=1.8582
As 24.002 3.205 3.538 0.7 -0.9 0.3 2.0975
F 23.366 2.634 5.101 0.5 0.2 -1.2 -0.3728
F 23.828 4.877 4.143 0.1 -1.4 -0.7 -0.4497
F 24.711 3.854 2.016 -1.0 -0.8 1.3 -0.3683
F 24.185 1.465 2.923 -0.5 2.5 1.0 -0.5050
F 22.297 3.175 2.909 2.0 0.2 0.6 -0.2790
F 25.687 3.091 4.222 -1.9 0.2 -0.8 -0.5800
C 25.865 -3.063 2.530 -0.9 0.7 0.1 -1.5603
C 25.485 -1.820 3.441 0.1 -1.7 -0.3 0.2962
N 24.724 -2.183 4.662 1.0 -1.2 -1.6 0.0956
C 25.408 -3.232 5.454 -0.2 2.1 1.1 -0.8536
C 26.706 -2.665 6.113 0.0 -1.1 -0.5 -0.8876
C 24.331 -0.991 5.376 -0.4 -0.1 0.4 0.3125
C 23.477 -1.354 6.579 -1.0 0.7 -0.2 -1.4376
H 26.438 -2.784 1.646 0.1 0.4 0.1 0.4091
H 24.939 -3.483 2.137 -0.1 -0.2 0.1 0.3844
H 26.420 -3.883 2.985 0.0 0.3 0.4 0.3940
H 26.425 -1.312 3.659 0.1 0.4 0.2 0.2796
H 24.832 -1.158 2.872 0.2 0.1 -0.1 -0.2558
H 24.702 -3.510 6.236 0.1 0.0 0.2 0.4354
H 25.550 -4.176 4.926 0.3 0.4 -0.4 0.4399
H 27.110 -3.480 6.713 0.3 0.2 0.3 0.4154
H 27.453 -2.396 5.366 0.0 -0.2 -0.2 0.2758
H 26.604 -1.761 6.713 -0.5 -0.2 0.2 0.1803
H 23.766 -0.367 4.684 -0.3 -0.1 -0.1 -0.1898
H 25.148 -0.323 5.651 0.6 -0.1 0.3 0.2365
H 23.995 -1.786 7.436 0.0 -0.1 -0.2 0.3758
H 22.645 -1.960 6.220 0.3 -0.8 0.1 0.4347
H 22.904 -0.495 6.928 0.6 0.4 0.3 0.1446
C 17.614 6.896 3.842 0.1 0.1 -0.2 -1.1515
C 18.307 7.932 4.757 0.0 -1.3 -0.9 -0.4028
N 19.420 8.662 4.138 -0.1 1.7 1.1 0.0924
C 20.488 7.892 3.505 -0.6 -0.9 0.5 -0.4573
C 21.155 6.803 4.366 -0.4 0.1 -0.5 0.1797
C 19.992 9.568 5.179 -0.7 1.3 -1.4 -0.3510
C 19.015 10.708 5.633 0.1 -0.7 1.0 -1.3957
H 17.119 7.322 2.970 0.2 0.4 0.0 0.3542
H 16.817 6.356 4.352 0.1 0.1 0.4 0.4216
H 18.297 6.137 3.458 0.2 0.0 0.1 0.0543
H 17.509 8.575 5.128 0.4 0.5 -0.2 0.3445
H 18.688 7.398 5.627 0.0 -0.3 0.4 0.4157
H 20.045 7.378 2.652 0.1 0.2 -0.2 0.0942
H 21.254 8.570 3.130 -0.2 0.2 0.0 -0.0214
H 20.422 6.066 4.694 -0.1 0.0 0.1 0.1983
H 21.825 6.266 3.694 0.4 0.0 0.4 -0.6820
H 21.651 7.193 5.255 0.3 -0.1 -0.2 0.4367
H 20.837 10.096 4.736 0.2 -0.3 -0.2 0.2575
H 20.383 9.003 6.025 -0.2 0.0 0.4 0.3514
H 19.485 11.452 6.277 0.6 -0.2 0.1 0.4370
H 18.268 10.266 6.292 -0.4 0.1 -0.2 0.3499
H 18.522 11.343 4.898 0.1 -0.7 -0.6 0.3189
C 24.223 8.068 3.115 0.2 1.4 0.0 -2.1197
C 24.026 7.290 1.861 -1.2 -0.8 1.1 1.9852
N 24.539 7.871 0.657 0.6 0.1 -0.4 0.0971
C 24.309 6.859 -0.394 0.2 1.0 -0.2 0.9119
C 24.817 7.259 -1.761 -0.1 -0.3 -0.8 -1.7257
C 24.001 9.215 0.374 -0.9 -0.2 -0.9 -0.7334
C 22.491 9.290 0.046 -0.3 -0.4 0.1 -0.7916
H 24.103 7.461 4.012 0.4 0.0 -0.1 0.2198
H 23.519 8.897 3.188 -0.3 0.1 0.1 0.4268
H 25.176 8.582 2.997 0.4 -0.3 0.7 0.5408
H 24.393 6.285 2.069 0.6 0.0 -0.6 -0.2266
H 22.953 7.109 1.793 -0.5 0.0 -0.3 -0.9520
H 23.238 6.664 -0.443 -0.3 -0.3 -0.2 -0.3380
H 24.804 5.935 -0.094 0.0 0.0 0.2 -0.0141
H 24.523 6.520 -2.507 -0.1 -0.4 0.1 0.4526
H 25.904 7.291 -1.837 0.0 0.4 0.3 0.3283
H 24.362 8.159 -2.173 0.2 0.3 0.3 0.3681
H 24.228 9.947 1.150 0.2 -0.4 0.3 0.4901
H 24.449 9.629 -0.529 0.6 -0.3 0.1 0.4862
H 22.205 8.671 -0.804 0.3 -0.1 -0.2 0.2398
H 21.824 8.947 0.838 0.1 0.1 0.3 -0.0171
H 22.187 10.297 -0.236 0.2 0.2 0.2 0.4690
C 20.936 5.344 1.079 -0.3 -0.3 -0.4 0.6673
C 20.813 4.369 -0.055 -1.9 -1.0 -1.6 -0.1365
O 19.769 4.205 -0.720 2.0 0.8 1.6 -0.6786
C 21.981 3.473 -0.283 0.6 -1.1 -0.1 -0.3009
H 19.921 5.526 1.432 0.2 0.4 0.1 0.1858
H 21.426 6.233 0.681 -0.3 0.2 0.1 -0.0638
H 21.588 4.948 1.858 -0.2 0.0 0.0 -0.3117
H 21.796 2.647 -0.970 -0.5 0.3 -0.2 0.5118
H 22.197 2.991 0.670 0.3 0.2 0.1 -0.4071
H 22.902 3.932 -0.642 0.0 0.5 0.3 0.3049
C 20.717 0.663 5.420 0.6 -0.7 -0.8 -0.8548
C 19.704 1.666 5.733 -2.3 2.0 0.3 0.6082
O 18.496 1.547 5.494 1.8 -0.2 0.2 -0.6582
C 20.220 2.972 6.359 0.1 -0.5 0.0 -0.4027
H 21.067 0.220 6.352 -0.2 -0.3 -0.1 0.4180
H 21.602 1.093 4.951 0.0 0.4 0.2 0.0296
H 20.323 -0.041 4.686 0.0 -0.4 0.5 0.5830
H 21.070 2.763 7.010 0.1 0.0 0.0 0.0824
H 19.471 3.534 6.917 -0.2 -0.3 -0.2 0.4103
H 20.602 3.605 5.558 0.1 0.0 -0.2 -0.1899
C 26.224 2.010 7.426 -0.7 -0.5 -0.5 -0.7733
C 24.818 2.116 8.029 0.4 -0.6 2.6 1.0714
O 24.341 1.234 8.761 0.8 1.2 -1.9 -0.6251
C 24.146 3.475 7.996 -0.7 -0.1 -1.0 -0.8603
H 26.890 2.763 7.850 -0.1 0.1 0.1 0.3806
H 26.193 2.182 6.350 -0.1 0.3 -0.1 -0.0882
H 26.649 1.013 7.545 -0.1 0.0 0.4 0.2653
H 24.189 3.920 7.002 0.2 0.0 0.0 -0.0641
H 24.539 4.209 8.699 0.4 -0.3 0.1 0.4534
H 23.087 3.343 8.216 0.0 -0.1 0.2 0.2135
C 28.788 4.924 0.513 -0.1 -0.5 -0.4 -0.8678
C 28.820 5.689 1.776 1.6 1.5 1.4 0.6503
O 29.904 6.129 2.192 -2.1 -0.7 -0.4 -0.6325
C 27.465 5.955 2.456 0.9 -0.4 0.3 -0.2576
H 27.763 4.912 0.140 0.2 -0.2 -0.4 0.1656
H 29.132 3.911 0.720 -0.3 -0.3 0.1 0.2058
H 29.530 5.285 -0.199 -0.3 0.3 0.0 0.3998
H 27.007 6.812 1.961 -0.2 -0.1 -0.2 0.1537
H 27.563 6.182 3.518 0.3 0.2 -0.1 0.4026
H 26.820 5.077 2.412 -0.1 0.1 -0.4 -0.2169
C 26.777 1.337 1.316 -0.1 -1.1 1.2 0.0312
C 26.060 0.494 0.291 0.6 0.6 -1.4 0.6629
O 26.646 -0.141 -0.565 0.3 -0.1 0.4 -0.6445
C 24.572 0.520 0.284 -0.7 0.1 -0.1 -0.3446
H 26.200 1.107 2.211 0.2 0.3 0.4 -0.3561
H 26.799 2.426 1.268 -0.3 -0.1 -0.6 -0.1394
H 27.781 0.957 1.503 0.1 0.1 -0.4 0.4271
H 24.134 -0.107 1.061 0.1 0.1 0.1 0.1555
H 24.192 0.158 -0.671 0.2 0.1 0.0 0.4517
H 24.239 1.541 0.467 -0.2 0.0 0.1 -0.2647
C 19.530 1.064 2.016 -1.1 0.7 -1.1 -0.1462
C 18.140 1.438 1.493 0.7 0.1 0.2 0.7074
O 17.492 0.712 0.798 -0.3 -1.4 -0.9 -0.6157
C 17.541 2.722 1.887 -0.3 1.2 0.3 -0.6933
H 20.198 1.903 1.821 0.1 0.1 0.3 -0.2072
H 19.847 0.234 1.385 0.2 -0.3 0.7 0.3461
H 19.398 0.921 3.089 0.4 -0.4 -0.1 -0.1557
H 16.603 2.873 1.352 0.0 -0.2 0.1 0.3551
H 18.173 3.572 1.630 0.3 0.0 0.2 -0.0492
H 17.361 2.691 2.962 0.0 0.3 0.2 0.2959